The following is a DFT calculation (wB97M-V/def2-TZVPD) of a cluster of 11 separate species, C22H33FN11O4S in total in a non-equilibrium geometry.

largest force on an atom: 4.934 eV/Å
gap between HOMO and LUMO: 6.45 eV
net charge: -1

```
72
Properties=species:S:1:pos:R:3:forces:R:3:mulliken_charge:R:1
O 0.0543 2.9222 0.6905 0.425 -2.448 -1.737 -0.41
C 0.1977 1.9714 -0.0850 -0.538 1.749 0.526 0.26
O -0.1960 2.2085 -1.4651 1.536 -0.438 1.185 -0.52
C 0.7199 0.5092 0.2858 -0.957 0.464 -1.072 -0.05
N 2.1547 0.4312 0.6384 -0.122 2.813 2.281 -0.62
S 2.5248 1.3588 1.9988 -0.235 -4.556 1.879 1.18
O 3.6520 0.6856 2.7439 -1.666 2.269 -2.340 -0.73
O 1.3810 1.5634 2.9596 1.971 0.900 -2.320 -0.63
F 3.1624 2.8606 1.5178 -0.939 -1.410 0.627 -0.33
H 0.5524 2.6928 -1.9023 -0.856 -0.313 0.520 0.29
H 0.0112 0.0799 1.0710 0.780 0.724 -0.627 0.18
H 0.5803 -0.1503 -0.6483 0.219 1.817 1.718 0.44
C 0.6273 6.0607 -0.4248 0.275 -0.328 -0.501 -0.03
C 1.1277 5.3234 -1.6161 0.173 -0.643 -0.716 0.39
N 1.4977 4.7174 -2.5396 -0.592 1.027 1.518 -0.61
H 0.5341 5.3740 0.4173 0.098 -0.071 -0.176 -0.12
H 1.3253 6.8555 -0.1602 -0.025 -0.089 -0.026 0.37
H -0.3484 6.5013 -0.6335 0.178 -0.107 -0.141 -0.01
C -3.9400 1.5199 -0.2371 0.516 -0.542 -0.305 -0.76
C -3.0581 0.4710 -0.8280 2.222 -2.654 -1.508 0.43
N -2.3595 -0.3683 -1.3021 -2.913 3.291 1.926 -0.45
H -3.4944 1.9026 0.6819 0.051 -0.044 -0.103 0.22
H -4.0617 2.3416 -0.9435 0.092 -0.080 0.028 0.26
H -4.9189 1.0958 -0.0101 0.095 -0.031 -0.037 0.33
C 0.3321 -3.9265 0.5418 0.155 0.775 -0.426 -0.66
C 0.7280 -2.7607 -0.3024 0.386 0.916 -0.741 0.36
N 1.0374 -1.8497 -0.9621 -0.371 -3.132 0.763 -0.50
H -0.5688 -4.3876 0.1362 0.085 0.040 0.011 0.25
H 1.1333 -4.6657 0.5576 -0.031 0.103 -0.016 0.11
H 0.1351 -3.5938 1.5617 0.044 0.017 -0.089 0.29
C 1.9909 -7.7261 -0.3586 -1.127 0.176 0.287 -0.89
C 0.5288 -7.5119 -0.1369 -2.299 0.211 0.413 0.50
N -0.6251 -7.3572 0.0350 3.289 -0.433 -0.526 -0.54
H 2.4805 -7.9534 0.5889 -0.069 0.030 -0.068 0.27
H 2.1427 -8.5564 -1.0458 -0.074 0.120 0.083 0.37
H 2.4368 -6.8279 -0.7824 -0.108 -0.098 0.062 0.24
C -4.0031 -7.6269 -0.7632 -0.486 -0.002 0.650 -0.35
C -4.9908 -7.6020 0.3566 -0.823 0.020 0.897 0.28
N -5.7626 -7.5833 1.2314 1.499 -0.053 -1.721 -0.39
H -2.9874 -7.6307 -0.3635 -0.104 0.040 0.005 0.03
H -4.1512 -8.5226 -1.3677 -0.056 0.054 0.086 0.25
H -4.1346 -6.7467 -1.3934 -0.031 -0.045 0.099 0.25
C 0.4587 4.5817 4.1453 0.299 0.657 -0.417 -0.39
C 0.8595 5.8016 3.3828 0.344 1.010 -0.646 0.45
N 1.1761 6.7547 2.7867 -0.669 -1.824 1.264 -0.56
H -0.4155 4.1258 3.6800 0.167 -0.002 -0.069 0.20
H 1.2776 3.8600 4.1472 -0.118 -0.033 -0.183 0.22
H 0.2164 4.8513 5.1744 0.010 0.085 -0.082 0.08
C 4.0281 -6.8921 -4.4226 0.226 -0.268 1.052 -0.64
C 4.1710 -7.4509 -3.0455 0.278 -0.432 1.118 0.43
N 4.2761 -7.8856 -1.9674 0.085 0.811 -2.347 -0.50
H 4.5597 -7.5219 -5.1360 -0.104 0.006 0.082 0.29
H 2.9780 -6.8523 -4.6981 0.191 -0.107 0.163 0.10
H 4.4443 -5.8841 -4.4570 0.004 -0.079 0.093 0.31
C -2.7163 8.6256 1.3640 0.342 -0.121 -0.849 -0.71
C -2.2568 8.4153 -0.0463 0.365 -0.139 -1.374 0.40
N -1.9053 8.2537 -1.1505 -0.861 0.431 2.490 -0.46
H -3.2462 9.5756 1.4414 0.048 -0.066 -0.087 0.33
H -3.3876 7.8185 1.6584 0.112 0.033 -0.041 0.26
H -1.8598 8.6402 2.0393 -0.050 -0.094 -0.085 0.21
C 1.1419 -4.5346 -7.0364 0.292 -0.734 0.150 -0.73
C 1.6653 -5.9121 -6.7949 0.382 -1.173 0.102 0.42
N 2.0757 -6.9886 -6.6049 -1.059 2.210 -0.710 -0.49
H 0.0540 -4.5590 -7.1049 0.097 -0.054 0.031 0.27
H 1.4330 -3.8784 -6.2151 -0.014 -0.088 -0.038 0.29
H 1.5496 -4.1421 -7.9685 0.002 -0.088 0.076 0.26
C -0.3824 7.4920 6.9322 -0.427 0.039 -0.702 -0.84
C -1.2261 7.5616 5.7026 -1.278 0.136 -1.779 0.37
N -1.8978 7.6212 4.7408 1.800 -0.143 2.654 -0.38
H -0.9073 7.9554 7.7681 -0.010 -0.034 -0.105 0.33
H -0.1701 6.4508 7.1773 -0.036 0.072 -0.060 0.28
H 0.5582 8.0179 6.7653 -0.087 -0.053 -0.065 0.26
```
Forces are in eV/Å.

The following is a DFT calculation (wB97M-V/def2-TZVPD) of a structure of composition C29H20CaN2O2PSe in a non-equilibrium geometry.

largest force on an atom: 2.023 eV/Å
gap between HOMO and LUMO: 7.34 eV
net charge: -1

```
56
Properties=species:S:1:pos:R:3:forces:R:3:mulliken_charge:R:1
Ca -0.2506 0.2031 -0.0284 0.540 -1.881 0.510 1.34
O -1.5568 3.9506 -0.7775 -0.007 0.165 -0.089 -0.78
C -1.2950 2.7540 -0.7019 -0.655 0.861 -0.665 0.60
O -0.6730 2.1651 0.2103 -0.348 1.760 0.836 -0.98
C -1.7493 1.8969 -1.9050 -0.288 0.797 -0.292 0.82
C -2.2253 2.5578 -3.0361 -0.010 -0.021 0.127 -0.74
C -2.5846 1.8153 -4.1432 0.096 -0.142 0.082 -0.36
C -2.4699 0.4319 -4.0824 -0.012 -0.008 0.114 -0.72
C -2.0073 -0.1384 -2.9054 -0.090 -0.334 -0.367 -0.33
N -1.6401 0.5754 -1.8526 -0.539 0.150 -0.269 -0.30
H -2.2833 3.6366 -3.0042 -0.001 -0.037 0.012 0.52
H -2.9321 2.3012 -5.0444 -0.041 0.018 -0.050 0.43
H -2.7302 -0.1893 -4.9268 -0.025 -0.069 0.002 0.41
H -1.9072 -1.2151 -2.7972 -0.029 0.062 -0.114 0.43
C 3.2583 3.8711 1.5155 0.089 -0.004 0.068 -0.58
C 2.2566 4.3761 0.7016 0.018 0.145 -0.088 -1.00
C 1.7771 3.6219 -0.3520 0.042 -0.053 0.090 -0.28
C 2.2660 2.3358 -0.5856 0.044 0.092 0.165 0.95
C 3.2389 1.8184 0.2632 0.045 -0.019 -0.142 -0.72
C 3.7418 2.5926 1.2947 0.106 0.087 0.217 -0.65
P 1.4902 1.3693 -1.9220 1.223 0.247 -0.579 1.68
C 1.8186 2.4814 -3.3550 -0.353 0.034 0.058 -0.37
C 1.0621 2.2434 -4.5016 -0.013 -0.155 0.215 -0.11
C 1.1941 3.0414 -5.6207 0.055 0.076 -0.238 -0.84
C 2.0933 4.0966 -5.6139 -0.035 0.002 -0.010 -0.49
C 2.8458 4.3505 -4.4781 0.090 0.121 -0.186 -0.70
C 2.7083 3.5532 -3.3569 0.035 -0.190 0.153 0.01
C 2.7448 0.0772 -2.1958 0.111 -0.007 -0.377 0.62
C 3.6940 0.1429 -3.1868 -0.253 0.185 0.135 -0.77
C 4.6298 -0.8869 -3.3443 0.250 -0.265 0.007 -0.81
C 4.6230 -1.9576 -2.4964 0.098 0.038 -0.122 -0.96
C 3.6673 -2.0544 -1.4640 -0.144 0.237 -0.008 0.85
C 3.6738 -3.1315 -0.5560 -0.045 -0.129 0.207 -0.87
C 2.7522 -3.1657 0.4520 0.170 -0.359 0.015 -0.79
C 1.7674 -2.1665 0.5639 -0.175 0.337 -0.175 -0.44
C 1.6702 -1.0896 -0.3027 1.111 -0.522 -0.067 -0.36
C 2.6797 -1.0362 -1.3112 0.280 -0.439 -0.108 0.19
H 3.6702 4.4730 2.3149 -0.061 0.007 0.081 0.36
H 1.8379 5.3563 0.8867 0.030 0.047 -0.016 0.42
H 1.0102 4.0377 -0.9908 -0.122 0.004 0.032 0.50
H 3.6202 0.8163 0.1210 -0.042 0.015 -0.039 0.31
H 4.5124 2.1894 1.9387 0.033 -0.026 0.012 0.41
H 0.3618 1.4160 -4.5023 -0.067 0.006 -0.024 0.43
H 0.5963 2.8488 -6.5020 -0.028 -0.039 -0.024 0.42
H 2.2038 4.7200 -6.4891 -0.003 0.073 -0.071 0.39
H 3.5480 5.1750 -4.4741 0.003 0.004 0.042 0.41
H 3.2983 3.7633 -2.4757 0.020 -0.003 0.029 0.46
H 3.7361 0.9938 -3.8511 -0.015 0.062 -0.052 0.36
H 5.3700 -0.8175 -4.1295 0.060 -0.006 -0.068 0.41
H 5.3621 -2.7439 -2.5940 0.041 -0.048 -0.035 0.34
H 4.4196 -3.9119 -0.6659 -0.002 0.004 0.023 0.32
H 2.7631 -3.9870 1.1616 0.019 -0.004 0.008 0.36
H 1.0485 -2.2665 1.3726 -0.077 -0.069 0.061 0.37
Se -4.2239 -0.0997 2.5103 -1.509 0.438 0.763 -0.33
C -2.7238 -0.4860 1.7419 0.936 -0.529 -0.451 0.08
N -1.7228 -0.7939 1.2263 -0.553 -0.719 0.663 -0.94
```
Forces are in eV/Å.

The following is a DFT calculation (wB97M-V/def2-TZVPD) of a cluster of 3 separate species, C11H33NO11P4 in total in a non-equilibrium geometry.

ΔE to the lowest compared entry with this formula, charge and spin: 164.7 kcal/mol
SMILES string: CCOCCOC[PH]#P(N)O.COP(=O)(OC)OC.COP(=O)(OC)OC
largest force on an atom: 9.257 eV/Å
gap between HOMO and LUMO: 4.63 eV
net charge: 0

```
60
Properties=species:S:1:pos:R:3:forces:R:3:mulliken_charge:R:1
C 5.6191 -1.9015 -4.6758 -0.256 -0.516 -0.478 -1.16
C 4.1672 -1.7035 -4.1232 0.622 -1.255 0.029 0.00
O 3.9855 -0.5569 -3.3002 0.287 0.146 -0.972 -0.39
C 4.1459 0.6498 -4.0190 -0.504 1.377 0.416 -0.43
C 2.9548 1.0066 -4.9936 0.284 0.400 -0.275 -0.57
O 1.8254 0.1278 -4.8767 0.683 -0.233 -1.433 -0.25
C 1.3018 -0.0146 -6.2183 -0.780 1.482 0.588 -0.58
P -0.3069 -0.9957 -6.2718 0.105 -1.766 -1.372 -0.26
P -1.1038 -0.9731 -4.2363 0.321 1.485 2.261 0.45
N -2.8701 -1.1031 -4.3793 1.097 -0.437 0.062 -0.72
O -0.5585 -2.4097 -3.4648 -1.031 0.668 -1.640 -0.54
H 5.6307 -2.9037 -5.1843 -0.037 0.812 0.424 0.38
H 5.8957 -1.1699 -5.4776 -0.144 -0.458 0.858 0.33
H 6.3978 -1.9545 -3.8775 -0.683 0.336 -0.553 0.27
H 3.4377 -1.7686 -4.9673 0.429 0.376 0.575 0.10
H 3.9550 -2.5872 -3.4671 0.074 0.831 -0.424 0.30
H 5.0964 0.7163 -4.6030 -0.599 -0.363 0.433 0.25
H 4.2043 1.4757 -3.2641 -0.030 -0.878 -0.415 0.33
H 3.3763 1.0037 -6.0371 -0.517 -0.245 0.751 0.36
H 2.5606 2.0502 -4.8460 0.587 -0.766 0.134 0.32
H 1.0929 1.0332 -6.5716 0.202 -0.923 -0.106 0.45
H 2.0342 -0.5000 -6.9028 -0.407 0.224 0.522 0.37
H -1.1514 -0.2577 -7.1734 0.315 0.109 0.840 0.05
H -3.1822 -1.1432 -3.4023 0.055 -0.034 -0.257 0.30
H -3.1394 -0.1581 -4.6749 0.050 -0.314 -0.052 0.33
H 0.3452 -2.1695 -3.2158 -0.100 -0.010 0.168 0.35
C -1.6697 2.3500 1.7621 0.536 0.160 -0.026 -0.66
O -2.9788 2.3940 1.1920 -0.337 -2.920 1.982 -0.32
P -3.4315 1.0096 0.2955 -1.249 4.797 -7.818 1.02
O -2.5599 1.3521 -0.9045 0.405 -0.972 1.558 -0.65
O -4.9440 1.5955 0.1066 0.255 -0.756 0.643 -0.30
C -5.2048 2.9892 0.0946 -0.247 0.443 0.209 -0.62
O -3.9856 -0.4688 -0.3749 0.629 -0.098 3.431 -0.24
C -3.6534 -1.6412 0.3830 0.012 -0.239 0.034 -0.80
H -1.5469 3.2108 2.4198 -0.196 -0.057 -0.025 0.23
H -1.5345 1.4385 2.3442 0.145 0.120 0.128 0.26
H -0.9124 2.4027 0.9757 -0.122 -0.095 -0.009 0.31
H -4.4550 3.5441 -0.4723 0.081 -0.135 0.075 0.29
H -5.2584 3.3661 1.1164 0.089 0.108 -0.087 0.24
H -6.1766 3.1503 -0.3748 0.038 -0.286 -0.016 0.26
H -4.1129 -1.5987 1.3745 0.021 -0.174 -0.051 0.34
H -2.5679 -1.7344 0.4835 -0.046 -0.095 0.002 0.37
H -4.0356 -2.5144 -0.1443 -0.006 0.130 -0.052 0.24
C 0.2280 -2.6119 7.2659 -0.157 -0.482 -0.175 -0.70
O 0.9213 -1.4607 6.7835 -1.310 1.610 2.866 -0.31
P -0.0549 -0.0893 6.4761 1.834 0.339 -8.945 0.97
O -0.6704 -0.6602 5.2052 -0.411 -0.091 1.815 -0.62
O 1.2393 0.8456 6.1397 -0.784 -0.099 0.991 -0.29
C 2.4333 0.2991 5.6015 0.565 -0.173 0.007 -0.61
O -1.0430 1.3112 6.4864 0.813 -1.498 3.082 -0.21
C -1.8830 1.4547 7.6395 -0.150 0.115 0.130 -0.78
H 0.9645 -3.3621 7.5545 0.060 0.181 -0.002 0.24
H -0.3816 -2.3628 8.1345 0.024 -0.169 0.050 0.30
H -0.4053 -3.0293 6.4790 0.002 0.146 0.043 0.30
H 2.2343 -0.4502 4.8332 -0.137 -0.007 0.120 0.30
H 3.0374 -0.1324 6.4001 -0.012 -0.102 -0.111 0.25
H 3.0052 1.1099 5.1480 -0.249 0.120 0.098 0.26
H -1.2773 1.5393 8.5463 -0.160 0.098 0.028 0.33
H -2.5596 0.5988 7.7266 -0.047 0.086 0.037 0.36
H -2.4742 2.3622 7.5263 0.088 -0.052 -0.097 0.23
```
Forces are in eV/Å.